1.
Below is 3 unconnected molecules or ions with the total composition CH8O3 in a non-equilibrium geometry, with properties calculated with ωB97M-V/def2-TZVPD.

The geometry in XYZ format:
```
12
Properties=species:S:1:pos:R:3:forces:R:3:mulliken_charge:R:1
C 0.312 -0.126 -1.061 -1.236 -0.196 0.802 -0.6035
O 1.547 0.527 -0.934 0.284 0.875 0.156 -0.4983
H 0.428 -1.038 -1.650 -0.199 -0.226 0.481 0.2726
H -0.044 -0.227 -0.021 0.578 -1.093 -0.227 0.2554
H -0.614 0.366 -1.407 0.898 0.832 -0.875 0.2777
H 1.831 1.022 -1.705 -0.329 -0.190 -0.373 0.2923
O 0.525 3.597 -0.630 1.136 -0.919 0.055 -0.6325
H 1.421 3.184 -0.699 -0.974 0.690 0.038 0.3207
H 0.060 2.893 -0.158 -0.162 0.219 -0.051 0.3153
O -1.922 -3.157 2.509 -0.195 0.440 -0.295 -0.6424
H -2.080 -3.065 3.456 0.285 -0.481 -0.254 0.3212
H -1.463 -3.977 2.300 -0.087 0.051 0.542 0.3215
```
Positions in Å, forces in eV/Å.

Summary:
Electronic energy ... -7308.2635 eV
SMILES ... CO.O.O
HOMO-LUMO gap ... 11.558 eV

=====

2.
Below is 4 unconnected molecules or ions with the total composition CH8O5 in a non-equilibrium geometry, with properties calculated with ωB97M-V/def2-TZVPD.

The geometry in XYZ format:
```
14
Properties=species:S:1:pos:R:3:forces:R:3:mulliken_charge:R:1
O 0.985 -1.361 1.907 -0.456 -0.484 1.395 -0.0666
C 0.835 -0.372 1.198 2.176 0.388 -4.226 0.3331
O 1.252 -0.589 -0.052 -0.280 0.213 1.769 -0.3501
H 0.497 0.611 1.539 -0.195 0.128 0.222 0.4164
H 1.461 0.177 -0.656 -0.848 0.574 0.959 0.4605
H 0.257 2.368 -1.079 -3.636 1.176 -3.868 0.2961
H 1.571 2.816 -0.504 -1.823 -1.611 0.354 0.3290
O 0.806 2.140 -0.421 5.581 0.063 3.548 -0.6044
H -2.581 0.236 -1.157 -1.167 -0.346 -0.068 0.3096
H -1.448 0.059 -0.066 -1.336 1.011 -3.198 0.3094
O -1.668 0.426 -1.024 2.390 -0.604 3.154 -0.5827
H -0.635 -2.373 0.915 -0.479 -0.175 -1.755 0.3373
H -0.346 -1.862 -0.589 0.250 -0.113 -0.098 0.3762
O -0.987 -2.276 -0.011 -0.178 -0.219 1.811 -0.5638
```
Positions in Å, forces in eV/Å.

Summary:
Total charge ... +1
Electronic energy ... -11392.7854 eV
Multiplicity ... 2
HOMO-LUMO gap (spin up / spin down) ... 9.259 / 4.437 eV
⟨S²⟩ ... 0.757

=====

3.
Below is 2 unconnected molecules or ions with the total composition CH9ClSi3 in a non-equilibrium geometry, with properties calculated with ωB97M-V/def2-TZVPD.

The geometry in XYZ format:
```
14
Properties=species:S:1:pos:R:3:forces:R:3:mulliken_charge:R:1
C -5.294 0.577 -0.382 1.175 1.155 -0.154 -1.0761
Si 2.147 -0.044 1.321 2.158 -2.068 -1.049 0.3590
Si 1.828 0.649 -0.869 -1.690 -2.273 -1.489 0.3467
Si -4.322 -0.313 1.116 -0.663 0.266 -0.751 0.1739
Cl 1.667 2.599 -1.208 0.374 1.829 -0.081 -0.2159
H -6.351 0.878 -0.291 0.252 -0.617 0.258 0.3219
H -4.806 1.521 -0.675 0.019 0.197 0.699 0.3256
H -5.140 0.107 -1.358 -0.443 -0.972 0.280 0.3203
H 2.545 -1.533 1.398 -0.130 0.754 -0.606 -0.0844
H 0.964 -0.158 1.994 -2.438 0.421 1.203 -0.1307
H 3.193 0.491 2.129 0.647 0.919 0.460 -0.1090
H 2.597 -0.014 -2.060 -0.386 0.553 1.282 -0.0665
H 0.303 0.285 -1.107 1.453 -0.136 0.283 -0.0987
H -3.469 0.861 1.642 -0.329 -0.027 -0.335 -0.0661
```
Positions in Å, forces in eV/Å.

Summary:
Electronic energy ... -37335.2337 eV
HOMO-LUMO gap ... 7.553 eV

=====

4.
Below is 2 unconnected molecules or ions with the total composition CH9N2, with properties calculated with ωB97M-V/def2-TZVPD.

The geometry in XYZ format:
```
12
Properties=species:S:1:pos:R:3:forces:R:3:mulliken_charge:R:1
N 0.255 1.689 1.080 0.476 -0.561 -0.412 -0.9335
H 1.101 2.237 1.093 0.310 0.049 0.052 0.2743
H -0.486 2.328 0.866 -0.555 0.273 0.203 0.2846
H 0.202 0.391 0.043 -0.194 0.158 -0.466 0.4081
H 0.137 1.282 1.992 -0.224 0.205 0.441 0.2771
C -0.328 -1.661 -0.388 -0.440 -0.032 0.144 -0.7541
N 0.033 -0.278 -0.810 0.186 0.009 0.271 -0.2836
H -1.088 -1.571 0.387 0.271 0.050 0.229 0.3238
H 0.552 -2.176 -0.017 -0.069 -0.082 -0.056 0.3252
H -0.837 -2.198 -1.186 0.492 -0.022 -0.237 0.3325
H 0.864 -0.193 -1.399 -0.073 -0.399 -0.014 0.3798
H -0.740 0.097 -1.342 -0.179 0.353 -0.155 0.3659
```
Positions in Å, forces in eV/Å.

Summary:
Total charge ... +1
Electronic energy ... -4157.1317 eV
HOMO-LUMO gap ... 12.317 eV